1.
This record from OMol25 describes a molecular structure, C27H58BFGaIN3O7P. The level of theory is ωB97M-V/def2-TZVPD.

Summary:
- strongest force on any atom (eV/Å) = 5.062
- E_LUMO (alpha / beta) (eV) = 2.136 / 1.419
- net charge = -1
- ⟨S²⟩ = 3.76
- spin multiplicity = 4

Geometry (Å):
I: -2.46 1.93 3.74
Ga: -0.30 0.53 0.87
P: -2.45 1.32 1.35
F: 0.11 0.91 -0.95
O: -1.88 -2.41 -2.05
O: 5.58 -1.31 0.65
O: 0.89 1.38 2.10
O: 3.38 1.24 1.68
O: -2.67 2.78 0.43
O: -7.45 3.66 4.63
O: 1.99 3.10 0.44
N: -7.73 4.05 3.30
N: 6.80 -0.83 0.13
N: -1.01 -3.52 -2.01
C: -3.17 -4.85 -2.24
C: 7.60 -1.15 2.53
C: 0.77 -1.68 -2.02
C: 1.42 -4.04 -2.05
C: -8.01 5.52 3.31
C: 5.51 -0.93 -2.07
C: -6.72 6.36 3.48
C: 0.34 -3.00 -4.11
C: 9.21 -0.57 0.79
C: -1.03 -6.01 -2.38
C: -6.13 2.12 2.78
C: 6.86 -1.20 -1.32
C: -7.08 3.46 0.98
C: -0.31 -4.18 -4.82
C: 7.85 -0.26 -2.04
C: -5.63 5.98 2.47
C: 0.31 -3.08 -2.56
C: 7.24 -2.68 -1.57
C: 8.39 -3.20 -0.71
C: -1.70 -4.65 -2.73
C: -9.03 5.93 4.42
C: -6.59 3.58 2.44
C: -5.34 4.49 2.53
C: -8.73 5.95 2.00
C: 7.90 -1.37 1.01
C: 8.16 -2.87 0.76
C: -1.70 -4.46 -4.26
B: 2.08 1.94 1.39
H: 7.76 -0.34 -3.13
H: -8.03 2.91 0.92
H: 4.71 -1.63 -1.77
H: 1.80 -1.46 -2.31
H: 7.32 -3.47 1.13
H: -6.32 6.24 4.49
H: 8.44 -1.51 3.15
H: 9.02 0.50 0.74
H: 9.34 -2.77 -1.06
H: -5.92 6.28 1.46
H: -9.25 7.00 4.38
H: -6.94 7.43 3.37
H: 1.33 -4.19 -0.96
H: -4.64 4.24 1.72
H: -0.81 -6.08 -1.31
H: -8.65 5.75 5.44
H: 7.66 0.79 -1.78
H: 5.15 0.09 -1.90
H: -9.21 6.93 2.12
H: -3.21 -5.04 -1.16
H: -4.80 4.29 3.46
H: -6.36 2.91 0.36
H: -2.11 -5.35 -4.76
H: 8.90 -0.48 -1.83
H: -0.39 -3.96 -5.89
H: -5.41 1.75 2.04
H: 7.49 -2.83 -2.63
H: 9.04 -3.21 1.34
H: -0.26 -1.07 1.06
H: -6.98 1.42 2.79
H: -3.82 -3.99 -2.45
H: -8.06 6.07 1.15
H: -0.11 -6.20 -2.93
H: -1.69 -6.85 -2.63
H: -9.98 5.39 4.31
H: 2.42 -3.63 -2.24
H: -0.17 -2.09 -4.44
H: 1.41 -5.01 -2.53
H: 0.16 -0.86 -2.41
H: 6.37 -3.33 -1.37
H: -2.37 -3.63 -4.54
H: -2.71 2.48 -0.53
H: 8.48 -4.28 -0.83
H: 3.47 0.51 0.98
H: 9.76 -0.87 -0.10
H: 5.63 -1.06 -3.15
H: -4.72 6.54 2.70
H: 0.73 -1.65 -0.92
H: 6.72 -1.70 2.88
H: 9.91 -0.74 1.62
H: -9.52 5.24 1.73
H: 1.38 -2.91 -4.47
H: -3.64 -5.71 -2.74
H: -7.21 4.42 0.48
H: -5.62 2.05 3.75
H: 7.46 -0.09 2.76
H: 0.32 -5.07 -4.74
H: 1.47 3.85 0.87

---

2.
This record from OMol25 describes 5 unconnected molecules or ions with the total composition C27H60B2ClNO10P. The level of theory is ωB97M-V/def2-TZVPD.

Summary:
- strongest force on any atom (eV/Å) = 1.856
- E_LUMO (eV) = 2.412
- net charge = -1

Geometry (Å):
Cl: 2.31 -0.49 -3.20
P: 1.66 0.53 -1.21
O: 3.71 1.01 4.45
O: 1.61 0.55 1.68
O: 3.40 -1.80 -0.54
O: -1.31 -1.09 4.19
O: -0.17 3.11 -5.63
O: 1.90 -4.34 -3.01
O: -4.73 1.36 -2.01
O: 4.10 0.22 0.30
O: -1.04 -2.58 -1.81
O: 0.73 2.55 0.88
N: 0.19 3.83 -3.49
C: -1.53 -2.08 5.20
C: 2.84 -5.09 -2.25
C: -2.07 -0.43 -1.58
C: -1.67 4.71 -1.98
C: 0.41 1.58 -2.27
C: 5.72 -0.24 4.57
C: -6.86 1.06 -3.00
C: -7.02 1.84 -1.69
C: 3.57 0.07 5.51
C: -0.40 3.98 2.50
C: -5.70 1.53 -0.99
C: 0.34 2.69 2.26
C: 0.63 -5.01 -3.02
C: 0.32 -0.85 -0.84
C: 1.03 2.90 -2.69
C: -1.96 2.63 -4.21
C: -0.50 -3.18 4.96
C: -0.76 -1.14 -1.87
C: -0.59 3.21 -4.50
C: 2.05 -6.16 -1.51
C: 4.60 -1.02 5.26
C: 0.66 -2.39 4.36
C: -0.44 4.95 -2.83
C: -5.37 1.25 -3.28
C: -0.06 -1.35 3.52
C: 0.89 -6.41 -2.48
C: 4.93 0.75 3.72
B: 1.29 1.33 0.58
B: 3.16 -0.48 -0.42
H: -7.08 0.00 -2.83
H: -2.92 -1.09 -1.71
H: -0.24 -3.72 5.88
H: 0.11 4.80 2.03
H: -2.00 1.65 -4.64
H: 0.01 -6.85 -2.01
H: 0.24 -5.02 -4.04
H: -2.56 -2.44 5.14
H: -7.89 1.54 -1.11
H: -4.93 0.42 -3.83
H: 1.66 -5.75 -0.57
H: 3.75 0.58 6.46
H: -7.10 2.91 -1.90
H: -0.28 -1.74 2.52
H: -0.51 1.77 -1.76
H: -2.21 2.59 -3.17
H: 6.31 0.29 5.32
H: -1.64 3.78 -1.44
H: -0.46 -0.97 -2.88
H: 1.20 2.70 2.90
H: 2.54 -0.31 5.50
H: -2.57 4.72 -2.58
H: -2.70 3.25 -4.69
H: 6.38 -0.86 3.97
H: 1.86 2.63 -3.33
H: -1.50 -2.72 -0.98
H: -1.39 -1.61 6.18
H: -5.19 2.17 -3.84
H: 1.34 -3.00 3.77
H: 1.22 -7.08 -3.28
H: -1.39 3.91 2.12
H: -0.68 5.68 -3.59
H: -5.77 0.60 -0.41
H: 5.46 1.69 3.56
H: -0.88 -3.91 4.24
H: 2.32 0.96 2.19
H: -2.19 0.44 -2.20
H: -0.19 -0.53 0.06
H: 0.30 5.41 -2.21
H: 3.39 -4.42 -1.58
H: 0.75 -1.80 -0.58
H: 4.19 -1.77 4.57
H: 0.28 1.04 -3.20
H: -5.38 2.33 -0.32
H: -0.42 4.13 3.57
H: 1.45 3.42 -1.85
H: 2.79 -2.19 -1.18
H: -2.10 -0.05 -0.57
H: 4.66 0.32 2.75
H: -1.79 5.52 -1.28
H: 1.22 -1.89 5.14
H: 2.64 -7.05 -1.28
H: 2.69 1.59 -1.49
H: -0.31 1.88 2.52
H: 3.56 -5.55 -2.94
H: -7.49 1.42 -3.81
H: 4.20 1.09 -0.11
H: 0.51 -0.44 3.42
H: 4.91 -1.53 6.17
H: -0.06 -4.45 -2.39